74
Properties=species:S:1:pos:R:3 method="wB97M-V/def2-TZVPD" spin_multiplicity=4 total_energy_ev=-84506.222 total_charge=+1 lumo_ev="-1.799 / -1.800" e_homo_ev="-10.256 / -12.747" de_lowest_kcal_mol=30.9 s_squared=3.752
V -28.778 10.508 17.957
F -27.271 11.724 17.114
C -32.466 8.899 15.753
O -31.479 9.032 14.748
C -30.491 9.863 15.005
O -30.252 10.506 15.987
O -29.757 9.919 13.891
C -28.661 10.849 13.914
H -32.387 8.074 16.464
H -33.464 8.743 15.339
H -32.556 9.838 16.295
H -27.877 10.528 14.597
H -28.991 11.841 14.216
H -28.364 10.886 12.869
C -30.118 6.588 19.035
O -31.341 7.262 19.315
C -31.429 8.530 19.045
O -30.512 9.292 18.807
O -32.693 8.915 19.100
C -33.075 10.281 19.117
H -29.998 5.745 19.713
H -29.204 7.167 19.165
H -30.200 6.196 18.021
H -34.055 10.264 19.591
H -33.275 10.611 18.096
H -32.401 10.986 19.594
C -25.247 7.757 15.581
O -26.264 8.366 16.359
C -27.537 8.143 16.124
O -28.413 8.698 16.737
O -27.719 7.164 15.251
C -29.016 6.654 15.029
H -25.422 6.737 15.242
H -24.294 7.860 16.085
H -25.123 8.230 14.599
H -29.395 6.880 14.031
H -29.787 7.088 15.673
H -29.030 5.576 15.172
C -26.739 8.064 21.415
O -25.715 8.275 20.487
C -25.923 8.995 19.401
O -27.005 9.470 19.137
O -24.826 9.178 18.741
C -24.687 10.380 17.969
H -27.130 8.973 21.897
H -26.323 7.561 22.286
H -27.614 7.582 20.982
H -24.381 10.156 16.949
H -23.866 10.919 18.441
H -25.594 10.982 17.891
C -30.109 10.569 22.506
O -29.069 11.532 22.406
C -28.599 11.792 21.189
O -28.867 11.187 20.178
O -27.802 12.844 21.268
C -26.935 13.069 20.141
H -30.915 11.027 23.085
H -29.791 9.704 23.090
H -30.577 10.193 21.599
H -26.296 13.890 20.451
H -27.406 13.221 19.172
H -26.296 12.187 20.046
C -31.552 13.783 19.667
O -30.940 14.412 18.570
C -30.180 13.704 17.750
O -29.882 12.550 17.899
O -29.750 14.510 16.820
C -28.699 14.099 15.953
H -32.540 13.412 19.380
H -31.700 14.520 20.454
H -30.941 12.973 20.072
H -29.062 13.420 15.184
H -27.812 13.720 16.451
H -28.434 14.996 15.394